(1)
{
  "formula": "C3H12O3",
  "method": "ωB97M-V/def2-TZVPD",
  "elements": ["C", "C", "C", "H", "H", "H", "H", "H", "H", "O", "H", "H", "O", "H", "H", "O", "H", "H"],
  "xyz": [[2.207, 0.176, 0.811], [1.650, 1.171, 1.505], [0.239, 1.620, 1.764], [3.287, -0.092, 0.829], [1.739, -0.518, 0.125], [2.316, 1.863, 2.013], [0.346, 2.648, 1.403], [-0.542, 1.175, 1.154], [0.131, 1.561, 2.840], [1.013, -2.205, -1.451], [1.381, -1.888, -2.282], [0.073, -1.991, -1.526], [-1.958, 1.131, -1.745], [-2.557, 0.583, -2.250], [-2.332, 1.180, -0.862], [-2.539, -1.806, -0.649], [-2.060, -2.470, -0.133], [-2.393, -2.138, -1.547]],
  "forces_ev_per_angstrom": [[0.655, -0.358, -0.186], [0.779, -0.733, -0.184], [1.212, 0.357, -1.407], [-0.640, 0.968, 0.247], [-0.836, 0.052, 0.317], [0.329, -0.321, 0.240], [-0.773, 0.328, 0.590], [-0.032, -0.470, 0.326], [-0.678, 0.195, 0.092], [-0.273, -0.043, -0.209], [0.089, -0.009, 0.050], [0.162, 0.120, 0.150], [0.317, 0.308, -0.040], [-0.232, -0.137, 0.004], [-0.058, -0.154, 0.005], [0.461, -0.568, -0.331], [-0.191, 0.223, 0.266], [-0.291, 0.239, 0.069]],
  "smiles": "C=CC.O.O.O",
  "total_charge": 0
}

(2)
{
  "formula": "C3H12O3",
  "method": "ωB97M-V/def2-TZVPD",
  "elements": ["C", "C", "C", "H", "H", "H", "H", "H", "H", "O", "H", "H", "O", "H", "H", "O", "H", "H"],
  "xyz": [[-1.468, -0.654, -2.245], [-2.414, -0.385, -1.337], [-3.258, 0.835, -1.457], [-1.048, -1.582, -2.077], [-1.166, -0.233, -3.285], [-2.371, -0.912, -0.419], [-4.260, 0.696, -1.821], [-2.846, 1.604, -2.166], [-3.436, 1.328, -0.457], [3.510, -1.169, 1.572], [4.219, -0.703, 1.940], [2.818, -1.547, 2.175], [1.678, -0.651, -0.619], [2.174, -1.096, 0.114], [2.389, -0.663, -1.337], [1.681, 1.314, 3.624], [2.453, 1.954, 3.369], [1.346, 1.863, 4.423]],
  "forces_ev_per_angstrom": [[-0.786, 0.397, -1.516], [1.008, 2.042, -2.051], [-0.188, 1.909, 0.869], [1.659, -1.690, 0.291], [-1.128, -0.124, 2.172], [-0.422, -0.750, 0.589], [-0.581, -0.667, -0.228], [-0.017, -0.771, 0.769], [0.436, -0.332, -0.904], [-2.764, -2.035, -1.187], [1.058, 0.837, 1.579], [1.691, 1.070, -0.201], [2.142, -0.772, -0.759], [-0.534, 0.800, -0.748], [-1.582, 0.125, 1.325], [1.515, 3.570, 1.570], [-1.974, -1.968, 0.282], [0.465, -1.641, -1.851]],
  "smiles": "C=CC.O.O.O",
  "total_charge": 0
}

E_tot: -347.163266 -347.140919 (hartree)
Energy relative to the best compared isomer or geometry (same formula, charge and spin): 1.233 1.841 (eV)